Entry from the OMol25 dataset: 9 unconnected molecules or ions with the total composition C31H82IO11P2 at a distorted geometry (ωB97M-V/def2-TZVPD).

Positions of all 127 atoms, in Å:
1 C 1.608 -0.010 1.919
2 C 2.658 0.542 0.897
3 C 2.038 0.998 -0.460
4 C 1.091 2.240 -0.317
5 C -0.380 1.917 -0.764
6 C -1.227 1.307 0.393
7 O -2.338 2.095 0.836
8 P -3.197 1.011 1.943
9 O -3.157 -0.229 0.671
10 C -1.785 -0.156 0.259
11 P -1.600 -1.055 -1.377
12 O 0.010 -1.637 -1.320
13 I -2.963 -3.117 -1.320
14 H 1.443 0.726 2.727
15 H 1.964 -0.942 2.392
16 H 0.649 -0.261 1.431
17 H 3.385 -0.275 0.720
18 H 3.156 1.436 1.321
19 H 2.888 1.334 -1.090
20 H 1.569 0.177 -1.022
21 H 1.461 3.038 -0.987
22 H 1.091 2.671 0.703
23 H -0.323 1.294 -1.674
24 H -0.839 2.885 -1.052
25 H -0.547 1.393 1.267
26 H -3.110 2.031 2.993
27 H -4.449 1.579 1.503
28 H -3.924 0.115 2.836
29 H -2.001 0.476 2.552
30 H -1.302 -0.872 0.981
31 H 0.282 -1.661 -0.394
32 C -7.451 -1.514 -5.026
33 C -5.950 -1.588 -4.791
34 C -5.541 -0.779 -3.571
35 O -5.262 -1.103 -5.946
36 H -7.764 -0.481 -5.207
37 H -7.731 -2.092 -5.909
38 H -8.005 -1.898 -4.167
39 H -5.651 -2.629 -4.657
40 H -5.791 0.278 -3.704
41 H -4.462 -0.834 -3.418
42 H -6.037 -1.143 -2.670
43 H -5.516 -0.185 -6.074
44 C 1.861 -1.227 -5.558
45 C 2.617 -0.410 -4.521
46 C 3.985 -1.010 -4.232
47 O 1.860 -0.346 -3.318
48 H 1.692 -2.246 -5.200
49 H 0.879 -0.790 -5.748
50 H 2.410 -1.276 -6.502
51 H 2.734 0.616 -4.877
52 H 3.886 -2.023 -3.830
53 H 4.511 -0.419 -3.480
54 H 4.598 -1.053 -5.136
55 H 1.744 -1.244 -2.987
56 C 0.001 6.133 -3.684
57 C 1.292 5.917 -2.911
58 C 2.479 6.533 -3.636
59 O 1.503 4.517 -2.725
60 H 0.052 5.658 -4.667
61 H -0.841 5.682 -3.159
62 H -0.205 7.197 -3.824
63 H 1.203 6.358 -1.916
64 H 2.613 6.073 -4.620
65 H 3.399 6.366 -3.077
66 H 2.344 7.609 -3.772
67 H 1.580 4.110 -3.594
68 C 7.126 3.469 -2.370
69 C 5.750 2.819 -2.412
70 C 4.643 3.862 -2.364
71 O 5.613 1.919 -1.315
72 H 7.259 4.033 -1.442
73 H 7.910 2.709 -2.398
74 H 7.268 4.148 -3.214
75 H 5.654 2.224 -3.323
76 H 4.694 4.441 -1.437
77 H 3.664 3.386 -2.385
78 H 4.715 4.550 -3.208
79 H 5.694 2.427 -0.502
80 C -4.700 7.392 -5.059
81 C -3.390 7.124 -5.784
82 C -3.608 6.967 -7.281
83 O -2.786 5.944 -5.261
84 H -5.395 6.559 -5.195
85 H -4.529 7.494 -3.987
86 H -5.175 8.305 -5.426
87 H -2.693 7.944 -5.599
88 H -4.267 6.120 -7.490
89 H -2.661 6.767 -7.787
90 H -4.051 7.867 -7.714
91 H -3.387 5.209 -5.415
92 C 2.940 -4.127 4.597
93 C 3.743 -2.917 5.046
94 C 4.112 -3.010 6.519
95 O 2.988 -1.730 4.815
96 H 2.002 -4.197 5.154
97 H 2.676 -4.043 3.542
98 H 3.499 -5.053 4.742
99 H 4.652 -2.838 4.446
100 H 3.212 -3.045 7.141
101 H 4.680 -2.131 6.829
102 H 4.709 -3.902 6.722
103 H 2.183 -1.784 5.337
104 C 0.042 -7.847 5.629
105 C 0.175 -6.550 4.847
106 C -1.136 -6.173 4.177
107 O 1.197 -6.683 3.857
108 H -0.226 -8.676 4.967
109 H 0.992 -8.111 6.100
110 H -0.720 -7.759 6.405
111 H 0.487 -5.749 5.519
112 H -1.443 -6.944 3.465
113 H -1.026 -5.244 3.614
114 H -1.932 -6.042 4.914
115 H 0.934 -7.387 3.258
116 C -1.988 -6.323 10.431
117 C -1.789 -5.667 9.073
118 C -2.750 -4.506 8.874
119 O -1.982 -6.634 8.040
120 H -3.000 -6.727 10.521
121 H -1.298 -7.159 10.558
122 H -1.825 -5.611 11.242
123 H -0.761 -5.311 8.985
124 H -3.787 -4.851 8.913
125 H -2.602 -4.050 7.894
126 H -2.610 -3.740 9.639
127 H -2.886 -6.958 8.104

Its net charge is -1.

These are the Mulliken partial charges, in e, on atoms 1 to 99: number 1, C, carries -0.4487; number 2, C, carries -0.8992; number 3, C, carries 1.2282; number 4, C, carries -0.2079; number 5, C, carries -0.4734; number 6, C, carries 0.4814; number 7, O, carries -0.5415; number 8, P, carries -0.3458; number 9, O, carries -0.3453; number 10, C, carries 0.0289; number 11, P, carries 0.1426; number 12, O, carries -0.4377; number 13, I, carries -0.2507; number 14, H, carries 0.3147; number 15, H, carries 0.1167; number 16, H, carries -0.3133; number 17, H, carries 0.3468; number 18, H, carries 0.3046; number 19, H, carries 0.0012; number 20, H, carries -0.6097; number 21, H, carries -0.4527; number 22, H, carries 0.5733; number 23, H, carries 0.2125; number 24, H, carries 0.2344; number 25, H, carries 0.0550; number 26, H, carries 0.0339; number 27, H, carries -0.0580; number 28, H, carries 0.0559; number 29, H, carries -0.0601; number 30, H, carries 0.1330; number 31, H, carries 0.3174; number 32, C, carries -1.2593; number 33, C, carries 0.3992; number 34, C, carries -1.0656; number 35, O, carries -0.5536; number 36, H, carries 0.3162; number 37, H, carries 0.3229; number 38, H, carries 0.3457; number 39, H, carries 0.2705; number 40, H, carries 0.3275; number 41, H, carries 0.1973; number 42, H, carries 0.3608; number 43, H, carries 0.3371; number 44, C, carries -1.4480; number 45, C, carries 0.4326; number 46, C, carries -1.2942; number 47, O, carries -0.3277; number 48, H, carries 0.3472; number 49, H, carries 0.3434; number 50, H, carries 0.3912; number 51, H, carries 0.2300; number 52, H, carries 0.3889; number 53, H, carries 0.2303; number 54, H, carries 0.4102; number 55, H, carries 0.1723; number 56, C, carries -1.3550; number 57, C, carries 0.4459; number 58, C, carries -1.3088; number 59, O, carries -0.3424; number 60, H, carries 0.3171; number 61, H, carries 0.3321; number 62, H, carries 0.3607; number 63, H, carries 0.2920; number 64, H, carries 0.3216; number 65, H, carries 0.2431; number 66, H, carries 0.4524; number 67, H, carries 0.2354; number 68, C, carries -1.5361; number 69, C, carries 0.5246; number 70, C, carries -0.8399; number 71, O, carries -0.5037; number 72, H, carries 0.3691; number 73, H, carries 0.3835; number 74, H, carries 0.3610; number 75, H, carries 0.2314; number 76, H, carries 0.3198; number 77, H, carries -0.0210; number 78, H, carries 0.3397; number 79, H, carries 0.3406; number 80, C, carries -1.3450; number 81, C, carries 0.5297; number 82, C, carries -1.3516; number 83, O, carries -0.4552; number 84, H, carries 0.3484; number 85, H, carries 0.3284; number 86, H, carries 0.3799; number 87, H, carries 0.2509; number 88, H, carries 0.3483; number 89, H, carries 0.3261; number 90, H, carries 0.3748; number 91, H, carries 0.2875; number 92, C, carries -1.0500; number 93, C, carries 0.4400; number 94, C, carries -1.3207; number 95, O, carries -0.5187; number 96, H, carries 0.0513; number 97, H, carries 0.3254; number 98, H, carries 0.4234; number 99, H, carries 0.2723



Entry from the OMol25 dataset: a molecular structure, C28H30BF40INO10Si2 at a distorted geometry (ωB97M-V/def2-TZVPD).

Positions of all 113 atoms, in Å:
1 C -2.976 -2.657 3.556
2 N -2.452 -4.016 3.341
3 C -3.187 -4.983 4.199
4 B -1.040 -4.119 3.698
5 O -0.291 -5.051 2.958
6 Si -0.146 -3.045 5.147
7 O -1.242 -2.727 6.425
8 Si -1.048 -3.523 7.826
9 O -2.239 -4.637 7.997
10 I -1.375 -1.862 9.642
11 C 0.323 -1.360 4.370
12 O 0.426 -0.407 5.177
13 O 0.463 -1.347 3.141
14 H -3.920 -2.549 3.029
15 H -3.194 -2.463 4.608
16 H -2.286 -1.908 3.191
17 H -4.145 -4.555 4.454
18 H -3.311 -5.908 3.655
19 H -2.651 -5.177 5.134
20 H -0.097 -5.838 3.481
21 H 1.044 -3.799 5.618
22 H 0.282 -4.090 8.030
23 H -3.075 -4.256 7.696
24 C 0.427 1.081 -0.639
25 C 1.644 0.156 -0.489
26 C 2.481 0.288 0.776
27 F 3.052 1.511 0.890
28 F 3.487 -0.624 0.734
29 F 2.422 0.261 -1.596
30 F 1.144 -1.107 -0.443
31 O 0.570 2.235 -1.464
32 C 1.056 3.413 -0.963
33 C 2.349 3.828 -1.665
34 F 3.313 2.903 -1.503
35 F 2.800 4.993 -1.136
36 F 1.196 3.376 0.370
37 F 0.130 4.375 -1.239
38 H -0.317 0.484 -1.162
39 H -0.016 1.323 0.326
40 H 1.858 0.085 1.658
41 H 2.173 3.965 -2.733
42 C -0.493 6.241 -4.640
43 C 1.042 6.170 -4.710
44 C 1.759 7.206 -5.578
45 F 1.416 7.099 -6.875
46 F 3.100 6.996 -5.496
47 F 1.417 4.922 -5.076
48 F 1.489 6.365 -3.442
49 O -1.225 5.349 -5.464
50 C -1.546 5.669 -6.761
51 C -0.909 4.693 -7.752
52 F 0.434 4.716 -7.648
53 F -1.239 5.058 -9.013
54 F -1.245 6.951 -7.052
55 F -2.887 5.547 -6.880
56 H -0.741 5.922 -3.629
57 H -0.858 7.265 -4.722
58 H 1.546 8.220 -5.230
59 H -1.262 3.677 -7.565
60 C 1.859 -4.308 0.505
61 C 0.587 -4.911 -0.114
62 C -0.020 -6.130 0.579
63 F 0.826 -7.187 0.570
64 F -1.142 -6.508 -0.090
65 F 0.803 -5.174 -1.428
66 F -0.364 -3.942 -0.062
67 O 3.110 -4.653 -0.086
68 C 3.793 -5.778 0.284
69 C 3.961 -6.741 -0.893
70 F 2.766 -7.138 -1.369
71 F 4.633 -7.846 -0.481
72 F 3.240 -6.385 1.351
73 F 5.038 -5.389 0.655
74 H 1.779 -3.238 0.331
75 H 1.874 -4.422 1.588
76 H -0.294 -5.890 1.611
77 H 4.520 -6.259 -1.698
78 C 5.976 5.527 -7.772
79 C 5.097 4.297 -8.062
80 C 4.352 3.674 -6.882
81 F 5.199 3.202 -5.947
82 F 3.611 2.629 -7.325
83 F 5.833 3.360 -8.700
84 F 4.139 4.712 -8.938
85 O 7.373 5.322 -7.625
86 C 7.923 4.993 -6.408
87 C 8.606 3.626 -6.452
88 F 7.723 2.661 -6.770
89 F 9.118 3.343 -5.232
90 F 7.023 5.076 -5.412
91 F 8.882 5.913 -6.148
92 H 5.899 6.141 -8.667
93 H 5.569 6.134 -6.964
94 H 3.677 4.402 -6.421
95 H 9.410 3.627 -7.190
96 C -9.187 -2.494 6.234
97 C -9.632 -1.470 7.293
98 C -8.992 -0.081 7.246
99 F -7.664 -0.138 7.453
100 F -9.529 0.682 8.230
101 F -9.491 -2.005 8.525
102 F -10.969 -1.275 7.096
103 O -8.221 -3.459 6.614
104 C -6.874 -3.190 6.513
105 C -6.189 -3.238 7.879
106 F -6.722 -2.329 8.715
107 F -4.873 -2.948 7.734
108 F -6.643 -2.030 5.874
109 F -6.334 -4.173 5.758
110 H -10.077 -3.087 6.030
111 H -8.930 -2.016 5.289
112 H -9.188 0.405 6.286
113 H -6.292 -4.229 8.328

Its net charge is -1.

These are the Mulliken partial charges, in e, on atoms 1 to 99: number 1, C, carries -1.0400; number 2, N, carries 0.1093; number 3, C, carries -0.8697; number 4, B, carries 0.4682; number 5, O, carries -0.8704; number 6, Si, carries 0.2250; number 7, O, carries 0.1567; number 8, Si, carries 0.2089; number 9, O, carries -0.4505; number 10, I, carries -0.2398; number 11, C, carries 0.4770; number 12, O, carries -0.7285; number 13, O, carries -0.4150; number 14, H, carries 0.3262; number 15, H, carries 0.3229; number 16, H, carries 0.2976; number 17, H, carries 0.1942; number 18, H, carries 0.2222; number 19, H, carries 0.3305; number 20, H, carries 0.2611; number 21, H, carries -0.2753; number 22, H, carries -0.1700; number 23, H, carries 0.3305; number 24, C, carries -1.0281; number 25, C, carries 0.8900; number 26, C, carries 0.1890; number 27, F, carries -0.2479; number 28, F, carries -0.2581; number 29, F, carries -0.2896; number 30, F, carries -0.1743; number 31, O, carries -0.3698; number 32, C, carries 0.8519; number 33, C, carries 0.5409; number 34, F, carries -0.2294; number 35, F, carries -0.2694; number 36, F, carries -0.2878; number 37, F, carries -0.2874; number 38, H, carries 0.4152; number 39, H, carries 0.4251; number 40, H, carries 0.2061; number 41, H, carries -0.1155; number 42, C, carries -0.9247; number 43, C, carries 1.1419; number 44, C, carries -0.0174; number 45, F, carries -0.2249; number 46, F, carries -0.2289; number 47, F, carries -0.2273; number 48, F, carries -0.3165; number 49, O, carries -0.4035; number 50, C, carries 0.7962; number 51, C, carries 0.1616; number 52, F, carries -0.1837; number 53, F, carries -0.2688; number 54, F, carries -0.2905; number 55, F, carries -0.3066; number 56, H, carries 0.4355; number 57, H, carries 0.3376; number 58, H, carries 0.3083; number 59, H, carries 0.2543; number 60, C, carries -0.4895; number 61, C, carries 0.9157; number 62, C, carries 1.0191; number 63, F, carries -0.2950; number 64, F, carries -0.3207; number 65, F, carries -0.3197; number 66, F, carries -0.2950; number 67, O, carries -0.4589; number 68, C, carries 0.8853; number 69, C, carries 0.1715; number 70, F, carries -0.2124; number 71, F, carries -0.2780; number 72, F, carries -0.2912; number 73, F, carries -0.3141; number 74, H, carries 0.0893; number 75, H, carries 0.4952; number 76, H, carries -0.3300; number 77, H, carries 0.2243; number 78, C, carries -0.9006; number 79, C, carries 0.8490; number 80, C, carries 0.6706; number 81, F, carries -0.2467; number 82, F, carries -0.2755; number 83, F, carries -0.2833; number 84, F, carries -0.3068; number 85, O, carries -0.4178; number 86, C, carries 0.8478; number 87, C, carries 0.1745; number 88, F, carries -0.2104; number 89, F, carries -0.2553; number 90, F, carries -0.2676; number 91, F, carries -0.3099; number 92, H, carries 0.4453; number 93, H, carries 0.4183; number 94, H, carries -0.1925; number 95, H, carries 0.2362; number 96, C, carries -0.7243; number 97, C, carries 0.8995; number 98, C, carries 0.0853; number 99, F, carries -0.1974



Entry from the OMol25 dataset: a gas-phase ion, C6H9N4O4S (charge -1) at a distorted geometry (ωB97M-V/def2-TZVPD).

Positions of all 24 atoms, in Å:
1 C 3.585 -0.533 0.262
2 C 0.162 0.985 -0.345
3 C 0.682 0.006 -1.421
4 C 0.012 0.159 0.900
5 C 1.063 -1.234 -0.539
6 C -1.428 -0.239 1.112
7 N 4.039 1.183 1.473
8 N 4.776 -0.723 0.768
9 N 4.990 0.296 1.588
10 N 3.142 0.791 0.557
11 O 0.823 -1.018 0.794
12 O 1.055 2.201 -0.266
13 O -0.405 -0.294 -2.291
14 O -1.564 -1.048 2.340
15 S 2.810 -1.643 -0.865
16 H -0.830 1.271 -0.591
17 H 1.509 0.239 -2.133
18 H 0.491 0.682 1.703
19 H 0.503 -2.098 -1.030
20 H -1.695 -0.993 0.343
21 H -2.081 0.656 1.283
22 H 1.892 1.725 0.112
23 H -1.003 0.432 -2.470
24 H -0.768 -1.578 2.409

As for the structure (SMILES): OC[C@H]1O[C@H](Sc2nnn[n-]2)[C@@H](O)[C@@H]1O. Its net charge is -1. Its energy above the lowest of the compared OMol25 structures with the same formula, charge and spin is 136.98 kJ/mol.

Charges in e, computed with natural (NBO), in the same order as the atoms: number 1, C, carries 0.0781; number 2, C, carries 0.0461; number 3, C, carries 0.0416; number 4, C, carries 0.0106; number 5, C, carries -0.0401; number 6, C, carries -0.0954; number 7, N, carries -0.1257; number 8, N, carries -0.3574; number 9, N, carries -0.1614; number 10, N, carries -0.4511; number 11, O, carries -0.5190; number 12, O, carries -0.7699; number 13, O, carries -0.7554; number 14, O, carries -0.7474; number 15, S, carries 0.2092; number 16, H, carries 0.1689; number 17, H, carries 0.2138; number 18, H, carries 0.2316; number 19, H, carries 0.1968; number 20, H, carries 0.1880; number 21, H, carries 0.1927; number 22, H, carries 0.4987; number 23, H, carries 0.4731; number 24, H, carries 0.4734



Number 1: gap between HOMO and LUMO 0.2252 Ha, HOMO -0.14846 hartree. Number 2: gap between HOMO and LUMO 0.2359 Ha, HOMO -0.17798 hartree. Number 3: gap between HOMO and LUMO 0.2850 Ha, HOMO -0.17866 hartree.